1.
Entry from the Open Molecules 2025 dataset: a cluster of 2 separate species, C5H14S2Si in total (ωB97M-V/def2-TZVPD).

Cartesian coordinates (Å):
C (-2.502, 0.489, 0.534)
C (1.244, -2.312, -0.236)
H (-0.434, -0.048, -1.897)
H (-1.660, 1.129, 0.254)
Si (1.995, -0.689, -0.990)
H (3.140, -1.017, -1.934)
C (-3.406, 0.529, -1.783)
S (-2.670, -0.427, 1.863)
H (-4.165, 0.795, -2.498)
H (2.190, -2.881, 0.093)
H (-3.431, -0.598, -1.860)
H (1.909, 1.461, 0.533)
H (-4.511, 0.141, 0.074)
H (-2.473, 0.939, -2.137)
C (0.644, 0.134, -1.982)
H (0.706, 1.172, -1.687)
H (0.757, -2.957, -1.111)
H (0.563, -2.154, 0.581)
H (0.897, 0.145, -3.027)
S (2.845, 0.505, 0.601)
H (-3.989, 1.834, -0.138)
C (-3.701, 0.772, -0.306)

Gap between HOMO and LUMO: 8.508 eV
SMILES: C[SiH](C)S.CCC=S
HOMO energy: -8.8 eV
Energy relative to the best compared isomer or geometry (same formula, charge and spin): 0.000 eV
Total charge: 0

2.
Entry from the Open Molecules 2025 dataset: a structure of composition C19H25AuGeN5O4S3 (ωB97M-V/def2-TZVPD).

Cartesian coordinates (Å):
C (2.807, 2.404, -1.186)
Au (0.860, -0.525, 0.855)
H (-3.925, -1.970, -1.871)
N (-1.371, 1.703, 0.738)
C (-2.458, 0.951, 2.663)
H (-0.495, 0.230, -2.634)
H (-3.635, -1.893, 2.414)
O (5.076, 0.583, 0.239)
H (-2.832, 0.288, 3.456)
C (-1.416, 0.479, -2.095)
C (-1.727, 2.854, 1.251)
Ge (-1.778, -1.015, -0.809)
H (-0.311, 2.544, -4.213)
C (-2.718, -2.428, 2.222)
H (0.196, 4.117, -3.699)
C (-0.986, -4.131, 2.303)
C (-3.737, -1.372, -0.928)
O (0.926, -0.148, 2.972)
C (-0.963, -2.787, -1.191)
C (1.592, 2.521, -3.303)
C (3.027, 1.045, -1.392)
N (-0.432, -2.970, 2.245)
C (-1.353, -1.885, 2.237)
C (1.910, 1.179, -3.520)
H (-4.048, -1.938, -0.041)
C (2.126, 0.078, 3.436)
H (-0.779, 4.124, -0.007)
N (-1.528, 4.027, 0.648)
H (1.005, 3.417, -5.175)
H (1.575, 0.687, -4.448)
H (-1.902, 4.869, 1.097)
C (-1.703, 0.616, 1.546)
H (-2.226, 0.586, -2.816)
C (0.580, 3.211, -4.165)
S (-2.601, 2.673, 2.781)
H (2.949, -0.578, -2.783)
C (2.637, 0.444, -2.587)
H (3.745, 1.145, 2.509)
H (-1.316, 1.395, -1.477)
H (0.568, -5.326, 2.736)
H (-4.352, -0.419, -1.010)
C (-1.197, -0.725, 1.168)
N (-0.427, -5.324, 2.514)
C (3.362, 0.117, 2.427)
S (3.911, -0.088, -0.273)
H (-0.651, -2.950, -2.211)
H (4.155, -0.547, 2.755)
H (-1.701, -3.537, -0.942)
O (2.326, 0.182, 4.639)
H (-0.928, -6.213, 2.489)
O (3.924, -1.367, -0.930)
S (-2.769, -4.126, 2.145)
H (-0.081, -2.948, -0.518)
H (2.091, 4.250, -2.063)
H (3.112, 2.849, -0.258)
H (-1.187, -1.357, 3.181)
C (2.171, 3.164, -2.183)
N (2.904, -0.165, 1.062)

Gap between HOMO and LUMO (spin up / spin down): 6.403 / 6.440 eV
HOMO energy (spin up / spin down): -4.0 / -4.6 eV
Energy relative to the best compared isomer or geometry (same formula, charge and spin): 0.000 eV
Total charge: -1
Multiplicity: 3

3.
Entry from the Open Molecules 2025 dataset: a structure of composition C4H7DyO3 (ωB97M-V/def2-TZVPD).

Cartesian coordinates (Å):
C (-2.039, 0.394, -0.330)
H (-1.089, -1.103, 1.551)
C (-0.996, -1.600, 0.577)
H (0.404, -2.695, -0.618)
C (0.399, -2.172, 0.361)
O (1.407, -1.240, 0.399)
O (-1.198, -0.602, -0.455)
H (0.547, -2.892, 1.192)
H (3.069, 1.834, -0.922)
C (-1.539, 1.655, 0.090)
Dy (1.510, 0.739, -0.284)
H (-1.770, -2.365, 0.439)
H (-3.105, 0.164, -0.348)
O (-0.327, 1.823, 0.365)
H (-2.232, 2.508, 0.046)

Gap between HOMO and LUMO (spin up / spin down): 5.872 / 7.580 eV
HOMO energy (spin up / spin down): -12.8 / -13.3 eV
Energy relative to the best compared isomer or geometry (same formula, charge and spin): 0.725 eV
Total charge: +1
Multiplicity: 7

4.
Entry from the Open Molecules 2025 dataset: a cluster of 3 separate species, C8H12NO3 in total (ωB97M-V/def2-TZVPD).

Cartesian coordinates (Å):
H (-2.765, 1.434, 2.130)
H (2.088, 1.490, -0.228)
H (0.875, -1.947, 1.207)
N (-1.682, 0.472, -0.718)
C (-2.604, 1.396, 1.040)
O (-1.312, -2.130, -0.939)
H (0.857, -0.283, 1.660)
C (-3.281, 1.884, -0.041)
H (2.151, -2.088, -1.321)
H (1.364, -0.686, -1.571)
O (-1.661, 0.526, 0.654)
C (2.751, 0.754, 0.344)
H (3.214, -0.696, -1.684)
H (3.732, 0.847, -0.143)
C (2.169, -0.543, 0.181)
C (2.287, -1.067, -1.148)
H (-3.997, 2.796, -0.076)
H (-2.814, 1.398, -2.271)
H (2.899, 1.188, 1.344)
C (1.508, -1.120, 1.292)
H (2.410, -1.512, 1.912)
O (-3.319, -1.590, -0.010)
C (-2.285, -1.839, -0.467)
C (-2.586, 1.316, -1.147)

Gap between HOMO and LUMO: 7.399 eV
HOMO energy: -13.0 eV
Energy relative to the best compared isomer or geometry (same formula, charge and spin): 2.034 eV
Total charge: +1